{"formula": "CH16O7", "method": "ωB97M-V/def2-TZVPD", "symbols": ["C", "O", "H", "H", "H", "H", "H", "H", "O", "H", "H", "O", "H", "H", "O", "H", "H", "O", "H", "H", "O", "H", "H", "O"], "positions_angstrom": [[-0.2371, 2.0961, 0.4299], [1.0421, 1.5819, -0.1179], [-0.8349, 2.0897, -0.4531], [-0.5328, 1.3654, 1.1830], [-0.0533, 3.0594, 0.9189], [1.6221, 2.2942, -0.4087], [2.6427, -0.5072, 0.7603], [1.4955, 0.4146, 0.8755], [1.7471, -0.5289, 1.1254], [-0.6610, -2.1601, 3.1756], [-0.0733, -1.7320, 1.7910], [-0.8443, -2.0721, 2.2384], [1.5708, 0.5530, -1.6477], [1.9011, -0.5277, -2.5351], [2.3308, 0.2711, -2.1890], [-1.7092, -1.4578, 0.1546], [-1.9580, -1.4405, -1.3598], [-2.3512, -1.2055, -0.5103], [-3.3700, 1.6889, -0.7044], [-2.5353, 0.4381, -0.2970], [-2.5438, 1.4278, -0.2975], [1.6219, -2.4075, -1.0207], [0.9402, -1.2971, -0.1907], [0.7899, -1.9438, -0.9206]], "smiles": "CO.O.O.O.O.O.O", "multiplicity": 1, "e_above_lowest_kj_mol": 95.3, "orbital_gap_ev": 11.10}